Formula: C28H66BN6O14
Source: OMol25
Level of theory: wB97M-V/def2-TZVPD

Molar mass   721.676 g mol⁻¹
Highest occupied orbital energy   -0.24342 Eh
Total charge   -1
HOMO-LUMO gap   0.3358 Eh
ΔE to the lowest compared entry with this formula, charge and spin   0.0 kcal per mole
2S+1   1
Lowest unoccupied orbital energy   0.092 Ha

Positions of all 115 atoms, in Å:
O -0.6431 9.4725 7.5825
C -0.6496 8.6035 6.7642
O -0.7162 7.2996 7.0531
B -0.6888 6.5275 5.8054
O -0.6393 7.5200 4.7168
C -0.6304 8.7418 5.2238
O -0.5690 9.7743 4.6257
O -1.8369 5.6269 5.6479
C -1.4354 4.3738 5.5318
O -2.1394 3.4013 5.5053
C 0.1204 4.3876 5.6189
O 0.4970 5.6338 5.7941
O 0.8320 3.4243 5.6201
C 0.5716 -0.1534 5.8695
C -0.6437 0.4299 6.5589
C -1.7626 -0.5632 6.7443
O -2.2104 -1.0681 5.4984
C -2.6389 -0.0343 4.6462
N -0.2282 1.0395 7.8651
H 0.9555 -1.0034 6.4475
H 1.3984 0.5137 5.6460
H 0.2180 -0.6129 4.9392
H -0.9918 1.3114 6.0206
H -2.5937 -0.0701 7.2748
H -1.4372 -1.3944 7.3723
H -1.8126 0.4857 4.1500
H -3.1279 0.7360 5.2611
H -3.3347 -0.3857 3.8881
H -1.0888 1.4295 8.2520
H 0.3028 1.8786 7.6462
C 3.5760 7.6292 5.3725
C 3.7450 9.1390 5.0971
C 3.1494 9.4907 3.7691
O 3.3228 10.8746 3.4835
C 2.9871 11.1601 2.1497
N 3.2174 9.9872 6.1597
H 2.5196 7.3959 5.5435
H 4.1679 7.3744 6.2511
H 3.8845 6.9992 4.5323
H 4.8300 9.2931 5.0943
H 2.0563 9.3330 3.8404
H 3.4977 8.8712 2.9345
H 2.1000 10.6064 1.8229
H 3.8333 10.9454 1.4813
H 2.7964 12.2336 2.0939
H 3.8053 9.8426 6.9758
H 2.2872 9.7124 6.4646
C -0.3089 13.5144 2.7368
C 0.7176 13.9763 3.7480
C 0.1881 15.1386 4.5435
O 1.1078 15.4553 5.5721
C 0.6028 16.4459 6.4291
N 1.1806 12.8659 4.6129
H 0.1149 12.7527 2.0847
H -0.5549 14.3526 2.0668
H -1.2389 13.2042 3.2115
H 1.5820 14.3389 3.1774
H -0.8173 14.9893 4.9648
H 0.1275 16.0190 3.8772
H -0.3516 16.1164 6.8534
H 0.4781 17.3897 5.8776
H 1.3352 16.6200 7.2137
H 0.7560 12.0045 4.2796
H 0.7654 13.0069 5.5300
C 2.0942 6.6071 9.0700
C 1.8682 8.0729 9.3912
C 0.9460 8.2299 10.5653
O 0.8576 9.5730 10.9691
C -0.4061 9.9048 11.4737
N 3.2120 8.6471 9.6777
H 2.6973 6.1024 9.8237
H 2.5471 6.5120 8.0836
H 1.1387 6.0767 8.9808
H 1.4918 8.6308 8.5373
H 1.3352 7.6236 11.4083
H -0.0121 7.7316 10.3618
H -0.6793 9.2553 12.3205
H -1.2074 9.8581 10.7317
H -0.3456 10.9181 11.8765
H 3.6074 8.2080 10.5067
H 3.0587 9.6059 9.9878
C -5.1113 4.9071 1.6115
C -4.5318 4.5941 2.9795
C -4.9922 5.5952 4.0089
O -4.4991 6.8810 3.6815
C -4.5114 7.7841 4.7458
N -4.9449 3.2260 3.3821
H -4.5863 4.3309 0.8433
H -5.0468 5.9602 1.3388
H -6.1511 4.5782 1.5416
H -3.4423 4.6250 2.9435
H -4.6886 5.2954 5.0234
H -6.0942 5.6743 4.0942
H -4.6256 8.7905 4.3367
H -3.5950 7.7576 5.3458
H -5.3537 7.6179 5.4329
H -4.1840 2.7324 3.8324
H -5.6732 3.3297 4.0809
C 2.5060 3.5797 2.6655
C 3.9222 4.0274 2.3400
C 4.8654 3.7198 3.4890
O 6.1341 4.2917 3.1961
C 6.9360 4.5753 4.3370
N 4.3659 3.3823 1.0792
H 2.2731 3.8969 3.6827
H 2.3807 2.5017 2.5659
H 1.7935 4.0841 2.0134
H 3.9056 5.0900 2.0905
H 4.9890 2.6316 3.5727
H 4.4546 4.1282 4.4200
H 7.9655 4.4262 4.0186
H 6.6801 3.9541 5.1950
H 6.7924 5.6282 4.5973
H 4.4203 2.3776 1.2683
H 5.3615 3.5956 0.9855